Arrangement A

Below is one molecule with the formula C6H6O, with properties calculated with the ωB97M-V functional and the def2-TZVPD basis.

Each atom is followed by the atoms it is bonded to, with distances in Å.
Positions of all 13 atoms, in Å:
1 O -1.00 0.53 1.37  C3 1.413, H13 0.973
2 C -0.63 -1.37 0.15  C3 1.457, C7 1.201
3 C -1.07 0.01 0.06  O1 1.413, C2 1.457, C6 1.543, H10 1.099
4 C 1.12 1.03 -0.41  C5 1.204, C6 1.462
5 C 2.22 1.08 0.10  C4 1.204, H8 1.067
6 C -0.24 0.89 -0.91  C3 1.543, C4 1.462, H9 1.096, H11 1.096
7 C -0.31 -2.51 0.39  C2 1.201, H12 1.056
8 H 3.20 1.14 0.51  C5 1.067
9 H -0.73 1.87 -0.94  C6 1.096
10 H -2.11 0.03 -0.29  C3 1.099
11 H -0.23 0.50 -1.93  C6 1.096
12 H -0.12 -3.53 0.23  C7 1.056
13 H -0.07 0.37 1.63  O1 0.973

The calculation puts the gap between HOMO and LUMO at 11.18 eV. As for the LUMO energy: 0.95 eV. Its structure (SMILES) is C#CC[C@H](O)C#C.

---

Arrangement B

Below is one molecule with the formula C6H6O, with properties calculated with the ωB97M-V functional and the def2-TZVPD basis.

Each atom is followed by the atoms it is bonded to, with distances in Å.
Positions of all 13 atoms, in Å:
1 O 1.98 -0.95 -0.34  C3 1.413, H10 0.967
2 C -0.15 0.18 0.10  C3 1.527, C5 1.423, C7 1.352
3 C 1.36 0.15 0.30  O1 1.413, C2 1.527, H8 1.093, H13 1.101
4 C -1.69 -1.58 -1.19  C7 1.363, H11 1.105
5 C -0.84 1.36 0.49  C2 1.423, C6 1.207
6 C -1.32 2.44 0.74  C5 1.207, H9 1.067
7 C -0.70 -0.84 -0.60  C2 1.352, C4 1.363, H12 1.120
8 H 1.84 1.05 -0.11  C3 1.093
9 H -1.76 3.39 0.95  C6 1.067
10 H 1.68 -1.75 0.11  O1 0.967
11 H -2.11 -2.40 -0.59  C4 1.105
12 H 0.14 -1.19 -1.25  C7 1.120
13 H 1.56 0.14 1.38  C3 1.101

The calculation puts the gap between HOMO and LUMO (spin up / spin down) at 7.36 / 7.36 eV. As for the LUMO energy (spin up / spin down): -0.58 / -0.58 eV.

---

Result of the stability comparison: arrangement A is the most stable of them.

---

Arrangement A

Below is an isolated ion of composition C4H10NOS and charge +1, with properties calculated with the ωB97M-V functional and the def2-TZVPD basis.

Each atom is followed by the atoms it is bonded to, with distances in Å.
Positions of all 17 atoms, in Å:
1 S 0.42 -1.57 -0.23  C4 1.776, C5 1.793
2 O 1.19 0.47 1.34  C4 1.241, H10 0.993
3 N -0.73 0.96 -0.41  C7 1.536, H8 1.016, H13 1.081
4 C 1.31 -0.10 0.24  S1 1.776, O2 1.241, C6 1.395
5 C -1.11 -1.28 0.66  S1 1.793, C7 1.598, H14 1.014, H15 1.137
6 C 2.15 0.50 -0.69  C4 1.395, H9 1.133, H16 1.132, H17 1.041
7 C -1.80 -0.13 -0.21  N3 1.536, C5 1.598, H11 1.107, H12 1.048
8 H -0.75 1.50 0.45  N3 1.016
9 H 2.29 -0.13 -1.62  C6 1.133
10 H 0.61 0.12 2.08  O2 0.993
11 H -2.07 -0.63 -1.16  C7 1.107
12 H -2.66 0.30 0.20  C7 1.048
13 H -1.05 1.45 -1.31  N3 1.081
14 H -0.99 -1.25 1.66  C5 1.014
15 H -1.70 -2.24 0.51  C5 1.137
16 H 3.18 0.76 -0.29  C6 1.132
17 H 1.70 1.27 -1.23  C6 1.041

The calculation puts the gap between HOMO and LUMO at 9.61 eV. As for the LUMO energy: -4.45 eV. As for the net charge: +1.

---

Arrangement B

Below is a 2-piece molecular cluster, C4H10NOS overall, with properties calculated with the ωB97M-V functional and the def2-TZVPD basis.

Each atom is followed by the atoms it is bonded to, with distances in Å.
Positions of all 17 atoms, in Å:
1 S -2.38 -1.02 0.55  C4 1.905, H9 1.464
2 O 3.16 0.88 1.23  C7 1.299, H14 0.964
3 N 1.60 0.25 -0.28  C5 1.378, C6 1.456, C7 1.254
4 C -3.63 0.42 0.62  S1 1.905, H11 1.160, H13 1.081, H17 1.062
5 C 1.46 -1.12 -0.35  N3 1.378, C6 1.485, H10 1.063, H15 1.067
6 C 1.22 -0.31 -1.57  N3 1.456, C5 1.485, H8 1.059, H16 1.052
7 C 2.34 1.11 0.25  O2 1.299, N3 1.254, H12 1.136
8 H 0.20 -0.13 -1.81  C6 1.059
9 H -3.36 -2.10 0.68  S1 1.464
10 H 2.43 -1.55 -0.49  C5 1.063
11 H -3.27 1.07 -0.27  C4 1.160
12 H 2.24 2.19 -0.09  C7 1.136
13 H -4.58 -0.04 0.37  C4 1.081
14 H 3.58 1.58 1.74  O2 0.964
15 H 0.68 -1.62 0.18  C5 1.067
16 H 1.91 -0.45 -2.34  C6 1.052
17 H -3.57 0.84 1.59  C4 1.062

The calculation puts the gap between HOMO and LUMO at 7.65 eV. As for the LUMO energy: -4.26 eV. As for the net charge: +1.

---

Result of the stability comparison: arrangement A is the most stable of them.

---

Arrangement A

Below is a 3-piece molecular cluster, C4H10 overall, with properties calculated with the ωB97M-V functional and the def2-TZVPD basis.

Each atom is followed by the atoms it is bonded to, with distances in Å.
Positions of all 14 atoms, in Å:
1 C -1.39 0.57 0.17  C3 1.497, H7 1.104, H12 1.091
2 C 1.09 -0.17 -1.99  H8 1.071, H11 1.092, H13 1.090, H14 1.100
3 C -0.13 0.41 0.97  C1 1.497, C4 1.346, H5 1.086
4 C 0.41 -0.75 1.38  C3 1.346, H9 1.105, H10 1.088
5 H 0.27 1.39 1.20  C3 1.086
6 H -2.01 -0.20 1.57  no bonds
7 H -1.76 -0.22 -0.50  C1 1.104
8 H 1.72 0.31 -2.72  C2 1.071
9 H -0.05 -1.63 0.89  C4 1.105
10 H 1.46 -0.79 1.67  C4 1.088
11 H 1.02 0.21 -0.97  C2 1.092
12 H -1.71 1.61 0.09  C1 1.091
13 H 1.32 -1.22 -1.83  C2 1.090
14 H 0.02 -0.06 -2.23  C2 1.100

The calculation puts the gap between HOMO and LUMO at 8.72 eV. As for the LUMO energy: 0.25 eV.

---

Arrangement B

Below is one molecule with the formula C4H10, with properties calculated with the ωB97M-V functional and the def2-TZVPD basis.

Each atom is followed by the atoms it is bonded to, with distances in Å.
Positions of all 14 atoms, in Å:
1 C 1.78 -0.35 0.06  C2 1.494, H7 0.990, H9 1.081, H11 0.928
2 C 0.65 0.54 -0.35  C1 1.494, C4 1.551, H5 0.964, H12 1.209
3 C -1.72 -0.31 -0.22  C4 1.454, H6 1.081, H13 1.328, H14 1.136
4 C -0.65 0.37 0.48  C2 1.551, C3 1.454, H8 1.128, H10 1.214
5 H 1.00 1.44 -0.30  C2 0.964
6 H -2.04 0.30 -1.06  C3 1.081
7 H 1.39 -1.26 0.17  C1 0.990
8 H -0.90 1.41 0.85  C4 1.128
9 H 2.23 -0.21 1.03  C1 1.081
10 H -0.45 -0.22 1.51  C4 1.214
11 H 2.50 -0.41 -0.52  C1 0.928
12 H 0.58 0.47 -1.56  C2 1.209
13 H -2.82 -0.40 0.52  C3 1.328
14 H -1.56 -1.36 -0.61  C3 1.136

The calculation puts the gap between HOMO and LUMO at 12.19 eV. As for the LUMO energy: 1.27 eV. Its structure (SMILES) is CCCC.

---

Arrangement C

Below is a 2-piece molecular cluster, C4H10 overall, with properties calculated with the ωB97M-V functional and the def2-TZVPD basis.

Each atom is followed by the atoms it is bonded to, with distances in Å.
Positions of all 14 atoms, in Å:
1 C -0.67 -0.37 2.53  H7 1.087, H11 1.087, H12 1.085, H14 1.083
2 C -0.99 0.49 -1.41  C3 1.319, H8 1.084, H10 1.088
3 C 0.26 0.55 -0.99  C2 1.319, C4 1.506, H13 1.082
4 C 1.44 -0.18 -1.56  C3 1.506, H5 1.082, H6 1.090, H9 1.092
5 H 2.39 0.22 -1.24  C4 1.082
6 H 1.43 -0.10 -2.65  C4 1.090
7 H 0.05 -0.66 3.28  C1 1.087
8 H -1.37 -0.28 -2.07  C2 1.084
9 H 1.39 -1.25 -1.37  C4 1.092
10 H -1.79 1.13 -1.03  C2 1.088
11 H -1.08 -1.26 2.05  C1 1.087
12 H -0.09 0.19 1.80  C1 1.085
13 H 0.52 1.32 -0.28  C3 1.082
14 H -1.50 0.21 2.93  C1 1.083

The calculation puts the gap between HOMO and LUMO at 10.80 eV. As for the LUMO energy: 1.17 eV. Its structure (SMILES) is C=CC.C.

---

Arrangement D

Below is a 2-piece molecular cluster, C4H10 overall, with properties calculated with the ωB97M-V functional and the def2-TZVPD basis.

Each atom is followed by the atoms it is bonded to, with distances in Å.
Positions of all 14 atoms, in Å:
1 C -1.44 3.28 -0.79  H6 1.084, H7 1.091, H9 1.087, H13 1.093
2 C 0.82 -0.91 0.56  C3 1.537, C4 1.343, H8 1.087
3 C 0.22 -1.22 -0.83  C2 1.537, H11 1.079, H12 1.087, H14 1.091
4 C 0.83 -1.93 1.43  C2 1.343, H5 1.090, H10 1.081
5 H 1.60 -1.98 2.21  C4 1.090
6 H -1.76 4.26 -1.11  C1 1.084
7 H -0.96 2.62 -1.51  C1 1.091
8 H 0.96 0.10 0.92  C2 1.087
9 H -2.26 2.75 -0.31  C1 1.087
10 H 0.22 -2.82 1.39  C4 1.081
11 H 0.02 -2.28 -0.77  C3 1.079
12 H -0.55 -0.53 -1.17  C3 1.087
13 H -0.61 3.42 -0.09  C1 1.093
14 H 1.13 -1.07 -1.41  C3 1.091

The calculation puts the gap between HOMO and LUMO at 10.18 eV. As for the LUMO energy: 1.05 eV. Its structure (SMILES) is C=CC.C.

---

Result of the stability comparison: arrangement C is the most stable of them.

---

Arrangement A

Below is a 2-piece molecular cluster, C2H7N4O overall, with properties calculated with the ωB97M-V functional and the def2-TZVPD basis.

Each atom is followed by the atoms it is bonded to, with distances in Å.
Positions of all 14 atoms, in Å:
1 O -0.91 -1.50 0.98  N5 1.273, H13 0.995
2 N -0.67 0.35 2.18  N5 1.348, H8 1.004, H10 1.000
3 N -0.90 -0.80 -1.49  C6 1.156
4 N 0.52 1.04 -2.14  C6 1.279, H9 1.053, H14 1.054
5 N -0.21 -0.46 1.21  O1 1.273, N2 1.348, C7 1.313
6 C -0.11 0.02 -1.70  N3 1.156, N4 1.279
7 C 0.86 -0.32 0.46  N5 1.313, H11 1.016, H12 1.032
8 H -0.40 1.26 2.51  N2 1.004
9 H 0.29 1.31 -3.14  N4 1.053
10 H -1.53 -0.03 2.52  N2 1.000
11 H 1.39 0.55 0.50  C7 1.016
12 H 1.14 -1.14 -0.10  C7 1.032
13 H -0.95 -1.52 -0.02  O1 0.995
14 H 1.48 1.26 -1.77  N4 1.054

The calculation puts the gap between HOMO and LUMO at 9.89 eV. As for the LUMO energy: -4.61 eV. As for the net charge: +1.

---

Arrangement B

Below is a 2-piece molecular cluster, C2H7N4O overall, with properties calculated with the ωB97M-V functional and the def2-TZVPD basis.

Each atom is followed by the atoms it is bonded to, with distances in Å.
Positions of all 14 atoms, in Å:
1 O 0.97 1.87 -0.31  N2 1.227
2 N 1.96 1.28 0.11  O1 1.227, N3 1.196
3 N 2.24 0.12 0.01  N2 1.196, C6 1.256
4 N -1.37 0.96 0.91  C7 1.305, H8 1.022, H11 1.009
5 N -0.96 0.21 -1.20  C7 1.303, H9 1.034, H13 1.008
6 C 2.93 -0.92 0.15  N3 1.256, H10 1.082, H14 1.079
7 C -1.58 0.11 -0.06  N4 1.305, N5 1.303, H12 1.086
8 H -0.69 1.71 0.77  N4 1.022
9 H -0.25 0.95 -1.28  N5 1.034
10 H 3.67 -1.19 -0.59  C6 1.082
11 H -1.86 0.91 1.79  N4 1.009
12 H -2.32 -0.67 0.09  C7 1.086
13 H -1.17 -0.39 -1.98  N5 1.008
14 H 2.74 -1.59 0.98  C6 1.079

The calculation puts the gap between HOMO and LUMO (spin up / spin down) at 9.62 / 9.62 eV. As for the LUMO energy (spin up / spin down): -3.71 / -3.71 eV. As for the net charge: +1.

---

Arrangement C

Below is an isolated ion of composition C2H7N4O and charge +1, with properties calculated with the ωB97M-V functional and the def2-TZVPD basis.

Each atom is followed by the atoms it is bonded to, with distances in Å.
Positions of all 14 atoms, in Å:
1 O 2.15 -1.51 0.04  C7 1.152
2 N 0.42 0.22 -0.08  N5 1.383, C7 1.810, H12 0.977
3 N 2.81 0.78 -0.12  C7 1.341, H9 1.000, H14 1.034
4 N -2.22 0.14 -0.13  C6 1.334, H8 1.019, H11 1.015
5 N -0.28 -0.97 -0.01  N2 1.383, C6 1.288, H10 1.040
6 C -1.56 -1.02 -0.04  N4 1.334, N5 1.288, H13 1.101
7 C 2.13 -0.36 0.04  O1 1.152, N2 1.810, N3 1.341
8 H -1.70 1.01 -0.22  N4 1.019
9 H 3.80 0.80 0.05  N3 1.000
10 H 0.23 -1.88 -0.14  N5 1.040
11 H -3.16 0.08 0.24  N4 1.015
12 H 0.16 0.84 0.63  N2 0.977
13 H -1.91 -2.07 -0.04  C6 1.101
14 H 2.30 1.67 0.02  N3 1.034

The calculation puts the gap between HOMO and LUMO at 10.73 eV. As for the LUMO energy: -3.02 eV. Its structure (SMILES) is NC(=O)NNC=[NH2+]. As for the net charge: +1.

---

Result of the stability comparison: arrangement C is the most stable of them.